[1]
Computed, not measured: C3H10N4 in the gas phase, with ωB97M-V/def2-TZVPD.

Structure (SMILES) ... CN(C)/N=C\NN
Energy ... -339.089718 Ha
Energy above the lowest of the compared OMol25 structures with the same formula, charge and spin ... 149.49 kcal/mol
HOMO level ... -7.62 eV
E_LUMO ... 0.0346 Ha
Kohn-Sham gap ... 8.56 eV

ORCA input file:
```
! wB97M-V def2-TZVPD RIJCOSX def2/J DEFGRID3
* xyz 0 1
C -2.10221 -0.32764 -0.56553
N -0.72242 -0.21700 -0.25104
C -0.51836 0.83777 0.84858
N -0.14130 -1.31272 0.19585
C 1.09576 -1.32072 0.30202
N 2.04685 -0.40209 -0.01210
N 1.94483 0.71895 -0.58925
H -2.31702 -1.01984 -1.41348
H -2.42571 0.69836 -1.07714
H -2.81611 -0.42057 0.30618
H 0.38071 1.48076 1.27002
H -1.14339 1.56240 0.68456
H -0.82964 0.19027 1.82904
H 1.65977 -2.12556 0.73001
H 2.88541 -0.85616 -0.76945
H 1.16323 0.91617 -1.44235
H 1.83960 1.59758 -0.04592
*
```

***

[2]
Computed, not measured: 2 unconnected molecules or ions with the total composition C9H14N3, with ωB97M-V/def2-TZVPD.

Energy ... -515.266969 Ha
Energy above the lowest of the compared OMol25 structures with the same formula, charge and spin ... 65.80 kcal/mol
HOMO level ... -14.22 eV
E_LUMO ... -0.1478 Ha
Kohn-Sham gap ... 10.20 eV

ORCA input file:
```
! wB97M-V def2-TZVPD RIJCOSX def2/J DEFGRID3
* xyz 1 1
C 0.25231 -2.32812 0.51497
C 3.38206 0.82873 0.11441
C 3.37954 -0.23204 -0.71688
C 1.50969 -0.37125 0.41538
C -0.85227 1.22523 0.34508
C -2.20624 -0.93222 0.48981
C -0.81458 -0.40921 -1.55440
C 0.24412 -0.88614 0.70628
C -0.97194 -0.26598 0.02299
N 0.39247 -3.44534 0.35339
N 2.21592 0.69664 0.80950
N 2.24674 -0.97139 -0.51263
H 4.14085 1.64805 0.41854
H 4.24758 -0.69059 -1.17117
H 0.05105 1.49611 -0.21056
H -0.96196 1.32533 1.44267
H -1.70732 1.78806 -0.07143
H -3.01415 -0.09446 0.42582
H -2.36102 -1.45336 1.45187
H -2.32769 -1.72160 -0.26328
H -1.63437 0.07691 -2.16092
H -0.58608 -1.44694 -1.83415
H 0.07984 0.19484 -1.87964
H -0.08366 -0.47580 2.16339
H 1.90719 1.42605 1.50602
H 2.10916 -1.74749 -1.07888
*
```

***

[3]
Computed, not measured: 2 unconnected molecules or ions with the total composition C8H19N4, with ωB97M-V/def2-TZVPD.

Energy ... -534.902384 Ha
Energy above the lowest of the compared OMol25 structures with the same formula, charge and spin ... 85.54 kcal/mol
HOMO level ... -11.59 eV
E_LUMO ... -0.1227 Ha
Kohn-Sham gap ... 8.25 eV

ORCA input file:
```
! wB97M-V def2-TZVPD RIJCOSX def2/J DEFGRID3
* xyz 1 1
C 1.10573 -0.41331 3.27771
C -2.08919 0.21571 -2.49012
C -0.15154 -0.40587 2.48023
C -0.77407 0.20482 -2.51097
C 0.48605 1.98097 -0.77632
C -0.51694 -1.43520 1.71966
C 0.07159 -0.43741 -1.41847
C 1.01963 0.66319 -1.05511
N -0.74422 2.05493 -0.00787
N -1.72364 -1.46538 0.94830
N 0.97345 -1.59985 -1.64785
N 2.26773 0.43176 -1.10926
H 0.90155 -0.42915 4.31844
H 1.58720 -1.27747 3.03906
H -2.63792 0.66148 -3.21960
H -2.60464 -0.12093 -1.56907
H -0.77507 0.45260 2.50062
H -0.29146 0.47139 -3.36041
H 0.22448 2.41203 -1.88470
H 1.25025 2.56602 -0.31082
H 0.12891 -2.25476 1.62896
H -0.44632 -0.52869 -0.38833
H -0.63422 2.60230 0.87432
H -1.38639 2.56529 -0.51440
H -2.10979 -2.49167 1.08526
H -2.50863 -0.92565 1.40543
H 0.90029 -2.35520 -0.99807
H 0.87810 -1.87755 -2.57078
H 2.26927 -0.53897 -1.53756
H 3.11640 1.02469 -1.16913
H 1.79672 0.50207 2.94425
*
```

***

[4]
Computed, not measured: C7H10 in the gas phase, with ωB97M-V/def2-TZVPD.

Structure (SMILES) ... C[C@]12C[C@@H]3[C@H](C1)[C@@H]32
Energy ... -272.630042 Ha
Energy above the lowest of the compared OMol25 structures with the same formula, charge and spin ... 55.19 kcal/mol
HOMO level ... -9.25 eV
E_LUMO ... 0.0399 Ha
Kohn-Sham gap ... 10.33 eV

ORCA input file:
```
! wB97M-V def2-TZVPD RIJCOSX def2/J DEFGRID3
* xyz 0 1
C 0.87759 1.33834 -1.15612
C 0.23417 0.35642 -0.22192
C -1.31346 0.40133 -0.12086
C -1.25002 -1.06934 0.21058
C -0.02670 -1.24316 1.09256
C 0.73007 0.09129 1.21049
C 0.12627 -1.19590 -0.39889
H 0.66268 2.35593 -0.80847
H 1.96244 1.21026 -1.22653
H 0.44243 1.22619 -2.15578
H -1.77626 1.06826 0.61892
H -1.74163 0.56875 -1.11550
H -2.08061 -1.76827 0.24619
H 0.07064 -2.15308 1.67457
H 0.53734 0.86785 1.96041
H 1.79769 -0.16036 1.21785
H 0.69075 -1.87800 -1.02056
*
```

***

[5]
Computed, not measured: 2 unconnected molecules or ions with the total composition C10H20FN2O3S, with ωB97M-V/def2-TZVPD.

Energy ... -1225.918737 Ha
HOMO level ... -12.05 eV
E_LUMO ... -0.1358 Ha
Kohn-Sham gap ... 8.35 eV

ORCA input file:
```
! wB97M-V def2-TZVPD RIJCOSX def2/J DEFGRID3
* xyz 1 1
C 2.66795 0.81194 -1.21958
C 1.69943 0.87333 -0.26259
C 0.30979 1.40140 -0.45752
C 0.21766 2.92839 -0.48326
N -1.20551 3.24194 -0.22082
C -2.11219 2.68783 -1.23356
C -1.81391 1.22997 -1.61452
S -2.62061 -0.01208 -0.56789
O -1.96854 -1.23388 -0.83886
O -2.63719 0.40564 0.77015
F -4.09851 -0.03472 -1.02891
N -0.36374 0.94647 -1.72864
H 2.57502 0.12328 -2.06809
H 3.58730 1.39034 -1.14716
H 1.94524 0.50231 0.74057
H -0.27866 1.08411 0.41042
H 0.47442 3.34471 -1.47750
H 0.80306 3.39225 0.30784
H -1.32896 4.24811 -0.19468
H -2.13233 3.27256 -2.16865
H -3.12532 2.72462 -0.81835
H -2.23964 1.07580 -2.61407
H -0.14503 -0.02072 -1.99160
H -0.01535 1.57510 -2.46376
C 0.46503 -3.16329 2.60978
C 0.50440 -3.57148 1.14172
C 0.92621 -2.27568 0.47119
O 1.74630 -1.56919 1.41089
C 1.63641 -2.19738 2.69963
H 0.55281 -3.99977 3.30027
H -0.46983 -2.63959 2.82476
H 1.26733 -4.33763 0.98842
H -0.44279 -3.95527 0.76590
H 0.05947 -1.64796 0.24304
H 1.48926 -2.44120 -0.45067
H 2.57303 -2.72527 2.89993
H 1.49801 -1.43497 3.46620
*
```

***

[6]
Computed, not measured: a molecular structure, C15H6ClN4O5PdS5, with ωB97M-V/def2-TZVPD.

Energy ... -3749.322535 Ha
HOMO level ... -2.93 eV
E_LUMO ... 0.0137 Ha
Kohn-Sham gap ... 3.31 eV

ORCA input file:
```
! wB97M-V def2-TZVPD RIJCOSX def2/J DEFGRID3
* xyz -1 1
Pd 0.33253 -1.04869 0.09655
S -2.39217 5.82541 -0.13325
N -0.85527 5.25201 -0.14635
C -0.90407 3.92941 -0.20145
C 0.22363 3.05301 -0.25645
C 1.54523 3.46241 -0.32535
C 2.54573 2.50321 -0.42965
C 2.20563 1.15521 -0.38005
N 0.96193 0.73481 -0.27085
C -0.05967 1.64981 -0.26425
C -1.36777 1.15011 -0.31085
N -1.52247 -0.20959 -0.40305
C -2.73127 -0.71799 -0.49825
C -3.88287 0.07211 -0.49125
C -3.76467 1.45011 -0.37425
C -2.50267 2.01731 -0.30365
C -2.24427 3.41961 -0.22635
N -3.16107 4.37561 -0.19555
H 1.77723 4.51611 -0.31305
H 3.58223 2.78361 -0.51955
H 2.97273 0.39111 -0.42545
H -2.80037 -1.79679 -0.58475
H -4.85197 -0.39219 -0.56055
H -4.62647 2.09781 -0.33435
O 4.80963 -6.27109 0.08385
C 4.13103 -5.29269 -0.03775
S 3.23723 -4.87329 -1.50255
C 2.51643 -3.35779 -0.94325
C 2.80303 -3.02929 0.37395
S 2.30843 -1.64489 1.22385
S 3.87613 -4.10319 1.24975
S 1.65673 -2.44019 -2.06075
O 0.35173 -3.48149 2.58915
Cl -0.76577 -2.93409 1.91835
O -1.93007 -3.69309 2.16955
O -0.96747 -1.57489 2.30035
O -0.50677 -2.97749 0.48765
*
```